# 1
32
Properties=species:S:1:pos:R:3 method="wB97M-V/def2-TZVPD" multiplicity=1 e_lumo_ev=2.86 total_energy_ha=-840.1938 total_charge=-1
O -3.11 -1.77 3.36
H -2.29 -1.77 2.77
H -3.67 -1.18 2.88
O -0.04 -0.68 -0.72
H -0.30 0.02 -1.23
H 0.90 -0.41 0.29
O 1.84 3.32 -2.60
H -2.41 0.63 -1.43
H -2.56 1.36 -4.04
O -1.10 -1.32 1.52
H -0.42 -0.60 1.74
H 2.05 2.57 1.49
O 1.17 -2.71 1.90
H 1.13 2.91 0.32
H -1.07 -1.19 0.53
O -2.16 0.62 -4.31
H -1.82 0.03 -3.66
H 1.67 -0.52 1.61
O 1.15 0.08 1.25
H 0.94 3.39 -2.20
O -2.80 0.00 -0.96
H 2.30 2.53 -2.49
H -2.29 -0.65 -0.35
O 1.55 -3.06 -0.94
H 2.48 -2.76 -0.81
H 1.12 -2.50 -1.65
O 0.83 2.52 -0.48
H 0.62 -2.01 2.25
H 0.71 1.53 -0.09
O 2.00 2.48 2.39
H 0.84 -2.72 0.96
H 2.75 1.86 2.69



# 2
11
Properties=species:S:1:pos:R:3 method="wB97M-V/def2-TZVPD" multiplicity=1 e_lumo_ev=-2.22 total_energy_ha=-2252.0397
Si 1.96 -0.05 -0.64
Si 0.14 0.07 0.79
Si -2.19 0.42 0.24
Cl -3.91 -0.23 1.25
Cl -0.39 -2.45 -0.21
Cl -2.75 1.19 -1.60
H 3.17 -0.75 -0.13
H 2.34 1.39 -0.64
H 1.67 -0.14 -2.08
H -0.18 -0.89 1.74
H 0.16 1.44 1.28



# 3
76
Properties=species:S:1:pos:R:3 method="wB97M-V/def2-TZVPD" multiplicity=6 e_lumo_ev="4.15 / 4.15" total_energy_ha=-4016.6076 total_charge=-2
Mn 0.86 0.52 0.55
O -0.30 0.00 2.17
C -1.28 0.72 2.62
C -1.57 0.74 4.00
C -2.62 1.48 4.51
C -3.45 2.20 3.66
C -3.22 2.18 2.30
C -2.14 1.48 1.74
C -1.90 1.52 0.35
N -0.84 1.00 -0.26
N -0.88 0.98 -1.59
C 0.26 0.59 -2.14
O 1.30 0.30 -1.41
C 0.31 0.50 -3.59
C -0.76 0.97 -4.39
C -0.73 0.82 -5.75
C 0.35 0.21 -6.38
C 1.42 -0.24 -5.61
C 1.40 -0.10 -4.24
H -0.92 0.17 4.65
H -2.79 1.51 5.58
H -4.28 2.77 4.06
H -3.87 2.74 1.63
H -2.63 2.02 -0.29
H -1.59 1.44 -3.89
H -1.56 1.17 -6.36
H 0.37 0.09 -7.46
H 2.26 -0.73 -6.09
H 2.22 -0.46 -3.63
F -1.09 5.75 4.95
C -0.61 5.21 3.81
C 0.05 3.98 3.81
F 0.21 3.32 4.97
C 0.55 3.47 2.63
F 1.19 2.28 2.66
C 0.44 4.12 1.38
S 1.12 3.46 -0.02
C -0.23 5.37 1.43
F -0.39 6.09 0.29
C -0.73 5.89 2.60
F -1.36 7.10 2.60
C -0.86 -5.50 -0.44
N 0.05 -4.40 -0.36
C 1.09 -4.35 -1.35
P 0.05 -3.19 0.81
O 0.52 -1.92 0.26
N -1.58 -3.23 1.31
C -2.37 -2.31 0.50
C -1.80 -3.04 2.74
N 1.01 -3.72 2.07
C 1.60 -2.74 2.96
C 1.19 -5.09 2.46
H -1.39 -5.50 -1.40
H -1.59 -5.41 0.36
H -0.34 -6.46 -0.35
H 0.67 -4.37 -2.36
H 1.79 -5.19 -1.24
H 1.64 -3.41 -1.22
H -2.15 -2.51 -0.55
H -2.14 -1.26 0.71
H -3.44 -2.49 0.69
H -1.28 -3.82 3.29
H -2.87 -3.12 2.94
H -1.46 -2.06 3.09
H 1.32 -1.74 2.61
H 2.69 -2.81 2.96
H 1.24 -2.87 3.99
H 0.62 -5.74 1.78
H 0.85 -5.26 3.49
H 2.25 -5.37 2.40
B 4.64 -0.46 2.93
C 3.46 -0.12 1.96
N 2.57 0.13 1.27
H 4.17 -0.91 3.95
H 5.23 0.57 3.15
H 5.36 -1.27 2.40



# 4
8
Properties=species:S:1:pos:R:3 method="wB97M-V/def2-TZVPD" multiplicity=1 e_lumo_ev="-1.18 / -1.18" total_energy_ha=-833.9138 smiles="O=N[C@H](Cl)[N+](=O)[O-]"
C 0.06 -0.24 -0.47
N 0.47 -1.45 0.32
N -0.04 1.14 0.43
O -1.01 1.15 1.10
O -0.36 -2.11 0.79
O 0.78 1.98 0.20
Cl 1.14 0.00 -1.79
H -1.04 -0.47 -0.59



# 5
59
Properties=species:S:1:pos:R:3 method="wB97M-V/def2-TZVPD" multiplicity=2 e_lumo_ev="-2.34 / -2.01" total_energy_ha=-2598.1765
Re -1.18 0.24 0.82
N 6.93 -1.91 -3.55
C 5.79 -1.31 -3.02
C 5.77 0.07 -2.79
C 4.62 0.69 -2.31
C 3.49 -0.08 -2.08
C 3.49 -1.44 -2.29
C 4.64 -2.05 -2.76
S 2.17 0.50 0.00
O 2.99 1.55 0.57
O 2.31 0.55 -1.63
N 0.57 1.01 0.00
C 0.14 2.31 -0.06
N 0.76 3.36 -0.56
C 0.06 4.49 -0.55
C -1.25 4.58 -0.08
C -1.83 3.43 0.42
N -1.12 2.31 0.45
H 7.79 -1.42 -3.41
H 7.01 -2.90 -3.40
H 6.65 0.66 -2.98
H 4.60 1.75 -2.12
H 2.60 -2.02 -2.09
H 4.64 -3.12 -2.94
H 0.56 5.36 -0.95
H -1.79 5.51 -0.10
H -2.84 3.40 0.80
O -6.88 0.15 -3.15
C -5.76 0.01 -3.65
O -5.35 -0.12 -4.81
C -4.60 0.01 -2.59
C -3.28 -0.14 -2.98
C -2.27 -0.10 -2.03
N -2.55 0.07 -0.74
C -3.84 0.21 -0.35
C -4.88 0.18 -1.24
C -4.01 0.40 1.12
O -5.02 0.61 1.69
O -2.80 0.31 1.80
H -3.08 -0.28 -4.03
H -1.23 -0.19 -2.29
H -5.91 0.30 -0.92
F -1.57 -3.28 6.26
C -1.22 -2.34 5.39
C -0.43 -2.62 4.36
N -0.05 -1.64 3.44
C 0.96 -1.93 2.43
C 0.47 -2.24 1.01
O 1.07 -3.02 0.34
O -0.61 -1.57 0.54
C -0.51 -0.38 3.56
O -0.22 0.51 2.72
N -1.30 -0.10 4.62
C -1.73 -0.99 5.63
O -2.44 -0.63 6.52
H -0.04 -3.62 4.18
H 1.51 -2.82 2.74
H 1.66 -1.10 2.38
H -1.68 0.84 4.66



# 6
25
Properties=species:S:1:pos:R:3 method="wB97M-V/def2-TZVPD" multiplicity=1 e_lumo_ev=0.62 total_energy_ha=-555.8858 smiles="Cc1ccc(O)cc1.CC(N)=O"
C -2.09 -1.83 1.73
C -3.19 -1.12 1.09
O -3.47 -1.50 -0.07
N -3.80 -0.06 1.62
H -1.91 -1.80 2.90
H -1.09 -1.79 1.32
H -4.37 0.42 1.06
H -3.51 0.30 2.46
H -1.95 -2.93 1.79
C 1.06 3.31 -1.28
C 0.92 -0.48 -1.07
C 2.06 -0.76 -0.39
C 0.70 0.80 -1.49
C 1.44 1.94 -1.07
C 2.77 0.33 0.25
C 2.45 1.66 -0.10
O 2.33 -2.08 -0.16
H 0.25 -1.28 -1.43
H -0.32 0.95 -1.91
H 3.35 -0.03 1.09
H 3.30 -2.07 0.36
H 0.12 3.60 -1.85
H 1.78 4.07 -1.41
H 2.75 2.53 0.59
H 0.59 3.85 -0.47



# 7
73
Properties=species:S:1:pos:R:3 method="wB97M-V/def2-TZVPD" multiplicity=1 e_lumo_ev=3.92 total_energy_ha=-2658.0202 total_charge=-2
Cs -0.06 0.22 -1.57
C -4.67 4.31 5.31
C -3.55 3.50 5.96
N -2.35 3.39 5.16
C -2.32 2.55 4.04
S -1.04 2.84 2.92
N -3.24 1.64 4.00
N -3.13 0.71 2.98
C -3.71 0.93 1.87
C -4.49 2.17 1.54
C -3.56 -0.11 0.82
C -3.62 0.22 -0.54
C -3.41 -0.77 -1.49
C -3.17 -2.06 -1.06
C -3.16 -2.30 0.31
N -3.35 -1.37 1.23
H -5.55 4.35 5.94
H -4.94 3.85 4.36
H -4.34 5.34 5.11
H -3.90 2.49 6.17
H -3.27 3.96 6.92
H -1.83 4.23 4.99
H -4.81 2.65 2.47
H -5.36 1.94 0.92
H -3.85 2.88 1.01
H -3.77 1.25 -0.85
H -3.36 -0.53 -2.55
H -2.98 -2.86 -1.76
H -2.98 -3.31 0.69
N -0.87 -0.86 3.21
C -0.19 -0.67 2.07
N 0.89 -1.28 1.69
C 1.42 -2.23 2.56
N 2.50 -2.87 2.29
N 3.00 -2.67 1.02
C 4.11 -2.08 0.93
C 4.73 -1.82 -0.38
C 6.01 -1.27 -0.43
C 6.58 -1.01 -1.67
C 5.84 -1.30 -2.81
C 4.57 -1.85 -2.66
N 4.03 -2.11 -1.48
C 0.73 -2.50 3.84
C 1.19 -3.44 4.75
C 0.50 -3.67 5.93
C -0.67 -2.96 6.20
C -1.14 -2.02 5.31
C -0.43 -1.79 4.12
H -1.76 -0.33 3.31
H -0.62 0.10 1.44
H 4.63 -1.71 1.82
H 6.54 -1.05 0.48
H 7.57 -0.57 -1.75
H 6.23 -1.08 -3.80
H 3.96 -2.05 -3.53
H 2.09 -3.99 4.51
H 0.86 -4.41 6.63
H -1.21 -3.13 7.13
H -2.03 -1.44 5.51
O -0.64 1.83 -3.96
C -0.88 0.70 -4.44
O -1.56 -0.19 -3.86
C -0.28 0.35 -5.78
C -0.92 0.76 -6.94
C -0.42 0.45 -8.20
C 0.75 -0.29 -8.28
C 1.40 -0.70 -7.12
C 0.92 -0.39 -5.84
S 1.79 -0.90 -4.41
H -1.83 1.35 -6.85
H -0.93 0.78 -9.09
H 1.17 -0.56 -9.25
H 2.32 -1.28 -7.19



# 8
47
Properties=species:S:1:pos:R:3 method="wB97M-V/def2-TZVPD" multiplicity=2 e_lumo_ev="-4.62 / -8.82" total_energy_ha=-1885.3744 total_charge=+1
S -1.41 -1.56 4.43
S -0.69 0.22 3.86
C -1.84 1.11 2.74
C -0.98 1.83 1.67
N -0.59 1.01 0.56
C 0.47 0.15 0.64
O 0.89 -0.39 -0.35
H -0.77 -2.59 3.80
H -2.48 0.40 2.22
H -2.32 1.84 3.40
H -0.06 2.22 2.10
H -1.54 2.72 1.40
H -1.14 1.02 -0.29
H 0.86 -0.04 1.65
H 0.63 3.29 -0.52
H 1.79 3.19 0.54
O 1.54 3.51 -0.32
H -1.01 2.79 -1.35
H -1.37 3.63 -2.47
O -1.60 3.53 -1.54
H -0.81 -1.26 -1.41
H -2.14 -0.79 -1.27
O -1.69 -1.64 -1.26
H -1.48 0.76 -3.27
H 0.00 0.78 -2.80
O -0.92 0.89 -2.49
H -0.58 -3.67 -2.31
H 0.70 -3.81 -1.41
O -0.04 -4.26 -1.82
H 1.67 2.08 -3.31
H 2.66 0.99 -3.47
O 1.72 1.16 -3.62
H 3.35 -1.45 -0.17
H 2.08 -2.02 -0.75
O 2.87 -2.29 -0.28
H 3.03 0.07 1.39
H 4.26 0.75 0.67
O 3.32 0.56 0.61
H 1.57 -2.26 2.32
H 2.90 -2.35 1.71
O 2.41 -1.78 2.33
H -0.64 -4.17 0.25
H -1.02 -3.13 1.20
O -1.14 -4.08 1.08
H -3.21 1.73 -1.52
H -3.84 0.36 -1.61
O -3.39 0.94 -0.98